# C33H27BrN5O7Yb

A molecular structure, C33H27BrN5O7Yb in a non-equilibrium geometry (the ωB97M-V functional and the def2-TZVPD basis, the Open Molecules 2025 dataset).

ORCA input file:
```
! RIJCOSX wB97M-V def2-TZVPD def2/J DEFGRID3
* xyz -2 2
Yb 0.16 -0.07 -0.47
C -4.32 -2.62 -0.01
O -4.22 -1.75 1.12
C -3.18 -2.07 1.95
C -3.47 -2.49 3.23
C -2.45 -2.82 4.14
C -1.14 -2.74 3.70
C -0.81 -2.31 2.41
C 0.59 -2.30 2.03
N 1.03 -1.87 0.91
N 2.41 -1.92 0.75
C 2.71 -1.50 -0.45
O 1.90 -1.22 -1.40
C 4.18 -1.29 -0.69
C 4.58 -0.53 -1.78
C 5.92 -0.26 -2.00
C 6.89 -0.77 -1.14
C 6.49 -1.54 -0.05
C 5.15 -1.79 0.18
C -1.83 -1.92 1.48
O -1.59 -1.49 0.30
H -4.73 -3.59 0.29
H -3.35 -2.76 -0.48
H -5.00 -2.15 -0.73
H -4.51 -2.54 3.51
H -2.68 -3.14 5.15
H -0.33 -3.00 4.37
H 1.32 -2.68 2.75
H 3.80 -0.14 -2.43
H 6.22 0.35 -2.84
H 7.94 -0.56 -1.31
H 7.24 -1.93 0.64
H 4.82 -2.36 1.04
C -4.15 1.42 -0.93
C -2.84 1.29 -0.19
O -1.84 0.99 -0.91
C -2.83 1.47 1.19
C -1.67 1.35 2.01
C -1.82 1.63 3.48
N -0.52 1.02 1.52
N 0.53 1.00 2.44
C 1.68 0.97 1.83
O 1.86 0.99 0.54
C 2.89 0.88 2.71
C 2.80 0.69 4.09
C 3.95 0.59 4.86
C 5.21 0.69 4.27
C 5.30 0.88 2.90
C 4.15 0.97 2.12
H -3.97 1.83 -1.92
H -4.87 2.03 -0.39
H -4.57 0.41 -1.06
H -3.77 1.69 1.67
H -2.88 1.70 3.74
H -1.32 2.56 3.75
H -1.35 0.84 4.06
H 1.81 0.60 4.52
H 3.86 0.43 5.93
H 6.10 0.61 4.88
H 6.28 0.94 2.42
H 4.20 1.10 1.05
Br -0.85 -3.78 -1.98
C -1.55 -2.17 -2.72
C -2.75 -2.26 -3.39
C -3.20 -1.11 -4.07
C -2.40 0.01 -4.09
C -1.23 0.01 -3.35
N -0.81 -1.07 -2.63
C -0.31 1.21 -3.33
O -0.46 1.99 -4.30
O 0.51 1.29 -2.38
H -3.30 -3.19 -3.41
H -4.14 -1.13 -4.61
H -2.67 0.90 -4.64
*
```

Output
<S²>: 0.75
ΔE to the lowest compared entry with this formula, charge and spin in kJ/mol: 0.0
Gap between HOMO and LUMO (alpha / beta) in eV: 5.90 / 5.90
Strongest force on any atom in eV Å⁻¹: 1.54